Entry 1:
Formula: C11H40N14O9
Source: OMol25
Level of theory: wB97M-V/def2-TZVPD

Last columns: bonded neighbours and bond lengths (Å).
Cartesian coordinates (Å):
1 C 3.5329 2.1814 1.2149  O2 1.213, N3 1.288, N4 1.275
2 O 2.9486 3.2001 1.5202  C1 1.213
3 N 4.8094 2.0084 1.1984  C1 1.288, H5 1.010, H6 1.010
4 N 3.0405 1.1372 0.6733  C1 1.275, H7 1.010, H8 1.010
5 H 5.3493 2.7949 0.8666  N3 1.010
6 H 5.0455 1.0269 1.1654  N3 1.010
7 H 2.0420 1.0000 0.6080  N4 1.010
8 H 3.6205 0.3128 0.6100  N4 1.010
9 C -3.9117 1.4170 -0.0407  O10 1.239, N11 1.259, N12 1.365
10 O -3.3583 0.4549 0.5098  C9 1.239
11 N -3.8019 1.7182 -1.2581  C9 1.259, H13 1.010, H14 1.010
12 N -4.8560 2.2205 0.5297  C9 1.365, H15 1.010, H16 1.010
13 H -4.4887 2.3485 -1.6467  N11 1.010
14 H -3.0399 1.2508 -1.7283  N11 1.010
15 H -5.3618 2.9726 0.0840  N12 1.010
16 H -4.8281 2.2093 1.5392  N12 1.010
17 C -0.3331 -4.4867 -3.0797  O18 1.194, N19 1.306, N20 1.316
18 O -1.3492 -4.8285 -3.6046  C17 1.194
19 N 0.2802 -3.3745 -3.3830  C17 1.306, H21 1.010, H22 1.010
20 N 0.2095 -5.1340 -2.0706  C17 1.316, H23 1.010, H24 1.010
21 H 1.2136 -3.2352 -3.0232  N19 1.010
22 H -0.1163 -2.6368 -3.9475  N19 1.010
23 H 1.0174 -4.7877 -1.5732  N20 1.010
24 H -0.3567 -5.9425 -1.8564  N20 1.010
25 C -0.1492 3.1015 3.1905  O26 1.251, N27 1.294, N28 1.280
26 O -1.0023 2.6512 3.9866  C25 1.251
27 N 0.9039 3.7777 3.5206  C25 1.294, H29 1.010, H30 1.010
28 N -0.1468 2.9741 1.9171  C25 1.280, H31 1.010, H32 1.010
29 H 1.0792 3.9588 4.4987  N27 1.010
30 H 1.5634 3.9976 2.7880  N27 1.010
31 H 0.5792 3.4131 1.3692  N28 1.010
32 H -0.9879 2.4943 1.6299  N28 1.010
33 C -1.6932 -1.0516 3.5619  O34 1.201, N35 1.307, N36 1.312
34 O -1.5352 -2.0319 2.8867  C33 1.201
35 N -1.3372 -0.8726 4.8064  C33 1.307, H37 1.010, H38 1.010
36 N -2.3165 0.0151 3.1211  C33 1.312, H39 1.010, H40 1.010
37 H -0.8019 -1.5978 5.2620  N35 1.010
38 H -1.1214 0.0484 5.1604  N35 1.010
39 H -2.7055 0.0271 2.1891  N36 1.010
40 H -2.3904 0.7428 3.8176  N36 1.010
41 C 3.7731 -3.3336 -1.4272  O42 1.197, N43 1.299, N44 1.314
42 O 2.7722 -3.8760 -1.7974  C41 1.197
43 N 4.2047 -3.4317 -0.2054  C41 1.299, H45 1.010, H46 1.010
44 N 4.6160 -2.6398 -2.1592  C41 1.314, H47 1.010, H48 1.010
45 H 4.7176 -2.6450 0.1662  N43 1.010
46 H 3.7516 -4.0325 0.4682  N43 1.010
47 H 4.2878 -2.5960 -3.1134  N44 1.010
48 H 5.1282 -2.0260 -1.5419  N44 1.010
49 C -4.7819 -2.5868 1.1102  O50 1.195, N51 1.315, N52 1.316
50 O -4.9651 -3.7230 1.4333  C49 1.195
51 N -5.6526 -1.8698 0.4332  C49 1.315, H53 1.010, H54 1.010
52 N -3.5776 -2.0624 1.1876  C49 1.316, H55 1.010, H56 1.010
53 H -5.4940 -1.0186 -0.0868  N51 1.010
54 H -6.4351 -2.4637 0.1986  N51 1.010
55 H -3.5244 -1.1905 0.6806  N52 1.010
56 H -2.7209 -2.4043 1.5991  N52 1.010
57 C 1.8868 2.6416 -3.5841  C58 1.563, H60 1.090, H61 1.090, H62 1.090
58 C 2.6297 3.7772 -2.8093  C57 1.563, O59 1.425, H63 1.090, H64 1.090
59 O 2.0374 4.9662 -3.3255  C58 1.425, H65 0.960
60 H 2.4218 1.7439 -3.2742  C57 1.090
61 H 2.0764 2.8678 -4.6334  C57 1.090
62 H 0.8885 2.6485 -3.1468  C57 1.090
63 H 3.7014 3.6474 -2.9600  C58 1.090
64 H 2.4772 3.6235 -1.7410  C58 1.090
65 H 2.5085 5.2222 -4.1218  O59 0.960
66 C -0.2303 -1.3283 -1.0182  C67 1.550, H69 1.090, H70 1.090, H71 1.090
67 C -0.1502 0.1266 -0.4898  C66 1.550, O68 1.419, H72 1.090, H73 1.090
68 O 0.2077 0.1030 0.8832  C67 1.419, H74 0.960
69 H -0.9385 -1.9382 -0.4573  C66 1.090
70 H 0.7092 -1.8790 -0.9730  C66 1.090
71 H -0.5622 -1.2657 -2.0546  C66 1.090
72 H -1.0180 0.7801 -0.5794  C67 1.090
73 H 0.6254 0.6552 -1.0440  C67 1.090
74 H -0.6163 0.0322 1.3706  O68 0.960

Summary:
Frontier orbital gap (alpha / beta)   8.49 / 3.47 eV
Multiplicity   2
Net charge   +1
<S²>   0.77
HOMO level (alpha / beta)   -0.406 / -0.406 Eh



Entry 2:
Formula: C11H40O11
Source: OMol25
Level of theory: wB97M-V/def2-TZVPD

Last columns: bonded neighbours and bond lengths (Å).
Cartesian coordinates (Å):
1 C -3.2136 -1.0017 0.3013  O2 1.399, H3 1.090, H4 1.090, H5 1.090
2 O -4.0372 -2.1208 0.4605  C1 1.399, H6 0.960
3 H -3.6616 -0.0089 0.2618  C1 1.090
4 H -2.3116 -1.0708 0.9095  C1 1.090
5 H -2.7582 -1.1944 -0.6700  C1 1.090
6 H -4.9081 -2.0808 0.0586  O2 0.960
7 C -3.2219 1.0751 2.8675  O8 1.390, H9 1.090, H10 1.090, H11 1.090
8 O -2.3370 1.5821 1.9231  C7 1.390, H12 0.960
9 H -3.4727 1.9642 3.4460  C7 1.090
10 H -3.9702 0.4723 2.3529  C7 1.090
11 H -2.6897 0.5306 3.6475  C7 1.090
12 H -2.6543 2.3705 1.4767  O8 0.960
13 C -3.3492 -2.7094 -3.2023  O14 1.428, H15 1.090, H16 1.090, H17 1.090
14 O -3.8006 -2.2601 -4.4803  C13 1.428, H18 0.960
15 H -2.2596 -2.6916 -3.1765  C13 1.090
16 H -3.7011 -2.1174 -2.3574  C13 1.090
17 H -3.5826 -3.7734 -3.1614  C13 1.090
18 H -3.6595 -3.0226 -5.0463  O14 0.960
19 C 0.5598 4.0548 0.0877  O20 1.416, H21 1.090, H22 1.090, H23 1.090
20 O 0.1806 5.3998 0.3183  C19 1.416, H24 0.960
21 H -0.0849 3.3309 0.5862  C19 1.090
22 H 0.3118 3.7758 -0.9364  C19 1.090
23 H 1.5642 3.8408 0.4532  C19 1.090
24 H 0.6745 5.7702 1.0535  O20 0.960
25 C 0.2331 2.1437 -5.0888  O26 1.475, H27 1.090, H28 1.090, H29 1.090
26 O 0.3611 3.5368 -5.5562  C25 1.475, H30 0.960
27 H -0.3456 1.9936 -4.1774  C25 1.090
28 H -0.3163 1.5476 -5.8174  C25 1.090
29 H 1.2228 1.6873 -5.1091  C25 1.090
30 H -0.0218 3.5290 -6.4366  O26 0.960
31 C 3.8778 0.8864 1.5497  O32 1.413, H33 1.090, H34 1.090, H35 1.090
32 O 4.8284 0.3909 0.6288  C31 1.413, H36 0.960
33 H 3.9286 0.4404 2.5430  C31 1.090
34 H 4.0321 1.9139 1.8792  C31 1.090
35 H 2.8885 0.9928 1.1048  C31 1.090
36 H 5.1110 1.1396 0.0985  O32 0.960
37 C -0.4108 0.1104 -1.0484  O38 1.351, H39 1.090, H40 1.090, H41 1.090
38 O 0.3468 -0.6813 -0.2583  C37 1.351, H42 0.960
39 H -1.3770 0.3759 -0.6195  C37 1.090
40 H 0.1514 0.9187 -1.5161  C37 1.090
41 H -0.7893 -0.4460 -1.9059  C37 1.090
42 H 0.4158 -0.3251 0.6305  O38 0.960
43 C 0.2184 -0.0328 3.9431  C44 1.501, O46 1.387, H47 1.090, H48 1.090
44 C 0.5040 1.2521 4.6649  C43 1.501, O45 1.439, H49 1.090, H50 1.090
45 O 1.8751 1.5940 4.3955  C44 1.439, H51 0.960
46 O -0.0876 0.2486 2.6202  C43 1.387, H52 0.960
47 H -0.6389 -0.5424 4.3828  C43 1.090
48 H 1.1368 -0.6190 3.9744  C43 1.090
49 H 0.3924 1.1840 5.7471  C44 1.090
50 H -0.1230 2.1062 4.4090  C44 1.090
51 H 2.3455 1.8654 5.1871  O45 0.960
52 H -0.9920 0.5557 2.5230  O46 0.960
53 C 2.8825 -3.0419 -0.6610  C54 1.525, O56 1.461, H57 1.090, H58 1.090
54 C 3.3079 -4.4592 -1.0305  C53 1.525, O55 1.435, H59 1.090, H60 1.090
55 O 2.8693 -4.9192 -2.3167  C54 1.435, H61 0.960
56 O 1.5688 -3.0880 -0.0232  C53 1.461, H62 0.960
57 H 2.7495 -2.5604 -1.6297  C53 1.090
58 H 3.7063 -2.5644 -0.1305  C53 1.090
59 H 3.1660 -5.1552 -0.2038  C54 1.090
60 H 4.3932 -4.4744 -1.1312  C54 1.090
61 H 1.9416 -5.1650 -2.2924  O55 0.960
62 H 1.0304 -2.4538 -0.5024  O56 0.960

Summary:
Frontier orbital gap (alpha / beta)   9.27 / 2.73 eV
Multiplicity   2
Net charge   +1
<S²>   0.76
HOMO level (alpha / beta)   -0.444 / -0.444 Eh



Entry 3:
Formula: C11H40O9
Source: OMol25
Level of theory: wB97M-V/def2-TZVPD

Last columns: bonded neighbours and bond lengths (Å).
Cartesian coordinates (Å):
1 C -1.8097 -3.9468 3.6353  C2 1.520, H4 1.100, H5 1.094, H6 1.086
2 C -1.3833 -2.4973 3.4672  C1 1.520, O3 1.431, H7 1.097, H8 1.091
3 O -1.6704 -1.9680 2.1692  C2 1.431, H9 0.963
4 H -1.6737 -4.1302 4.7117  C1 1.100
5 H -1.1452 -4.6899 3.1856  C1 1.094
6 H -2.8269 -4.2226 3.3716  C1 1.086
7 H -0.3146 -2.3613 3.6723  C2 1.097
8 H -1.9056 -1.8690 4.1903  C2 1.091
9 H -1.0806 -2.4214 1.5570  O3 0.963
10 C -1.2500 -0.3657 -3.7192  C11 1.530, H13 1.094, H14 1.098, H15 1.086
11 C 0.1479 0.2214 -3.5140  C10 1.530, O12 1.435, H16 1.091, H17 1.086
12 O 0.8783 -0.0108 -4.7274  C11 1.435, H18 0.961
13 H -1.7979 -0.4599 -2.7775  C10 1.094
14 H -1.1227 -1.4166 -4.0121  C10 1.098
15 H -1.8239 0.0660 -4.5339  C10 1.086
16 H 0.6087 -0.3395 -2.6994  C11 1.091
17 H 0.0877 1.2955 -3.3654  C11 1.086
18 H 1.0593 -0.9527 -4.7939  O12 0.961
19 C 3.4155 -1.4231 -1.8596  C20 1.508, H22 1.102, H23 1.088, H24 1.089
20 C 4.0039 -2.8118 -1.8788  C19 1.508, O21 1.421, H25 1.095, H26 1.103
21 O 3.3636 -3.6593 -2.8231  C20 1.421, H27 0.958
22 H 2.3389 -1.5491 -1.6633  C19 1.102
23 H 3.4846 -0.8634 -2.7897  C19 1.088
24 H 3.7169 -0.8151 -1.0075  C19 1.089
25 H 4.0227 -3.2582 -0.8786  C20 1.095
26 H 5.0525 -2.7225 -2.2080  C20 1.103
27 H 3.8099 -4.5073 -2.8219  O21 0.958
28 C -4.0217 1.0455 2.9481  C29 1.515, H31 1.094, H32 1.091, H33 1.089
29 C -4.2569 -0.2632 2.2209  C28 1.515, O30 1.437, H34 1.093, H35 1.088
30 O -5.4848 -0.1496 1.4827  C29 1.437, H36 0.960
31 H -2.9656 1.3168 2.8604  C28 1.094
32 H -4.2397 1.0223 4.0168  C28 1.091
33 H -4.5736 1.8796 2.5174  C28 1.089
34 H -4.3611 -1.1142 2.8987  C29 1.093
35 H -3.4315 -0.4239 1.5310  C29 1.088
36 H -5.4993 -0.7748 0.7542  O30 0.960
37 O -4.3032 1.0025 -2.2648  H38 0.964, H39 0.964
38 H -3.6912 1.2259 -1.5545  O37 0.964
39 H -4.5788 1.8526 -2.6253  O37 0.964
40 O 0.6053 4.7407 -1.2192  H41 0.963, H42 0.976
41 H -0.2684 4.5179 -1.5568  O40 0.963
42 H 0.8866 3.9638 -0.6992  O40 0.976
43 O 4.4835 2.5291 0.7963  H44 0.965, H45 0.967
44 H 4.7884 2.1025 1.6063  O43 0.965
45 H 5.0855 2.2107 0.1103  O43 0.967
46 O 3.5832 4.8928 -0.8026  H47 0.963, H48 0.961
47 H 4.0513 5.2625 -0.0467  O46 0.963
48 H 3.5539 3.9478 -0.6290  O46 0.961
49 C 1.5204 0.2429 1.4449  C50 1.524, H53 1.091, H54 1.095, H55 1.092
50 C 0.8446 1.0622 0.3525  C49 1.524, C51 1.531, O52 1.438, H56 1.094
51 C -0.6728 1.0693 0.5577  C50 1.531, H57 1.096, H58 1.085, H59 1.088
52 O 1.3341 2.4129 0.4207  C50 1.438, H60 0.971
53 H 1.2844 -0.8222 1.4759  C49 1.091
54 H 1.1994 0.5819 2.4350  C49 1.095
55 H 2.5976 0.4090 1.3763  C49 1.092
56 H 1.0602 0.6467 -0.6363  C50 1.094
57 H -0.8845 0.0011 0.4387  C51 1.096
58 H -1.2745 1.6410 -0.1414  C51 1.085
59 H -0.8568 1.3240 1.5996  C51 1.088
60 H 2.3003 2.3226 0.4447  O52 0.971

Summary:
Frontier orbital gap   9.87 eV
Relative energy (zero: lowest compared OMol25 entry of this formula, charge and spin)   1.5199 eV
SMILES   CC(C)O.CCO.CCO.CCO.CCO.O.O.O.O
HOMO level   -0.365 Eh



Entry 4:
Formula: C11H41N4O14
Source: OMol25
Level of theory: wB97M-V/def2-TZVPD

Last columns: bonded neighbours and bond lengths (Å).
Cartesian coordinates (Å):
1 C -7.9807 19.8217 -19.2122  O2 1.386, H3 1.102, H4 1.112, H5 1.098
2 O -7.9166 19.7128 -17.8316  C1 1.386
3 H -8.6449 20.6336 -19.5490  C1 1.102
4 H -7.0358 20.2171 -19.6453  C1 1.112
5 H -8.2324 18.8903 -19.7363  C1 1.098
6 C -9.2063 23.9183 -18.7924  C7 1.520, O9 1.409, H10 1.096, H11 1.095
7 C -10.4966 23.3444 -19.3535  C6 1.520, O8 1.411, H12 1.096, H13 1.101
8 O -10.8126 22.0597 -18.8641  C7 1.411, H14 0.971
9 O -9.2970 24.4410 -17.4873  C6 1.409, H15 0.976
10 H -8.9451 24.7425 -19.4655  C6 1.096
11 H -8.3877 23.2050 -18.9370  C6 1.095
12 H -10.4188 23.3522 -20.4469  C7 1.096
13 H -11.3398 24.0132 -19.1231  C7 1.101
14 H -10.5728 22.0047 -17.9247  O8 0.971
15 H -9.5274 23.7318 -16.8574  O9 0.976
16 C -3.5665 19.5684 -21.4069  C17 1.527, O19 1.403, H20 1.094, H21 1.097
17 C -3.3983 18.2352 -20.6812  C16 1.527, O18 1.428, H22 1.094, H23 1.096
18 O -3.4945 17.1158 -21.5619  C17 1.428, H24 0.963
19 O -4.9122 19.7442 -21.7623  C16 1.403, H25 0.964
20 H -2.8846 19.5979 -22.2625  C16 1.094
21 H -3.1143 20.3793 -20.8226  C16 1.097
22 H -4.1489 18.1025 -19.8959  C17 1.094
23 H -2.4139 18.1775 -20.2021  C17 1.096
24 H -3.8521 17.4412 -22.3952  O18 0.963
25 H -5.4433 19.9981 -20.9995  O19 0.964
26 C -10.4802 18.9216 -22.5182  C27 1.518, O29 1.432, H30 1.091, H31 1.098
27 C -11.0237 19.9064 -21.4996  C26 1.518, O28 1.423, H32 1.099, H33 1.101
28 O -12.4366 20.0731 -21.5075  C27 1.423, H34 0.964
29 O -10.2911 19.5478 -23.7924  C26 1.432, H35 0.968
30 H -11.1491 18.0721 -22.6627  C26 1.091
31 H -9.5682 18.5068 -22.0688  C26 1.098
32 H -10.4936 20.8663 -21.5665  C27 1.099
33 H -10.7433 19.5684 -20.4900  C27 1.101
34 H -12.6050 20.8021 -20.8997  O28 0.964
35 H -9.9441 20.4230 -23.5678  O29 0.968
36 C -11.4724 17.9350 -18.0170  C37 1.513, O39 1.416, H40 1.090, H41 1.101
37 C -10.2404 17.0571 -18.0504  C36 1.513, O38 1.422, H42 1.093, H43 1.094
38 O -9.3437 17.3916 -16.9981  C37 1.422, H44 0.986
39 O -12.3618 17.6742 -16.9471  C36 1.416, H45 0.962
40 H -12.0799 17.9130 -18.9223  C36 1.090
41 H -11.1032 18.9693 -17.9441  C36 1.101
42 H -9.7456 17.1246 -19.0227  C37 1.093
43 H -10.5374 16.0271 -17.8300  C37 1.094
44 H -8.8285 18.1744 -17.3033  O38 0.986
45 H -11.8939 17.6844 -16.1064  O39 0.962
46 C -8.1767 22.9670 -22.2534  O47 1.228, N48 1.376, N49 1.380
47 O -8.9116 22.4251 -23.0750  C46 1.228
48 N -7.4651 22.3072 -21.2781  C46 1.376, H50 1.001, H51 1.006
49 N -7.8589 24.3005 -22.4094  C46 1.380, H52 0.998, H53 1.011
50 H -6.7746 22.8688 -20.8201  N48 1.001
51 H -7.3895 21.3255 -21.4832  N48 1.006
52 H -7.3101 24.8950 -21.8242  N49 0.998
53 H -8.4529 24.6595 -23.1439  N49 1.011
54 C -7.2764 19.6251 -14.0520  O55 1.235, N56 1.368, N57 1.361
55 O -7.7313 19.4290 -12.9202  C54 1.235
56 N -7.4614 18.6932 -15.0360  C54 1.368, H58 1.002, H59 1.006
57 N -6.3814 20.6029 -14.3625  C54 1.361, H60 1.001, H61 1.008
58 H -8.0276 17.8978 -14.8114  N56 1.002
59 H -7.1996 18.9019 -15.9852  N56 1.006
60 H -6.1284 21.2179 -13.6147  N57 1.001
61 H -5.9335 20.5217 -15.2614  N57 1.008
62 O -9.3749 21.8300 -16.5475  H63 0.964, H64 0.982
63 H -9.5253 21.3377 -15.7322  O62 0.964
64 H -8.8541 21.2182 -17.1122  O62 0.982
65 O -6.0653 22.2758 -17.8218  H66 0.973, H67 0.963
66 H -6.7793 21.6154 -17.8222  O65 0.973
67 H -5.3315 21.8202 -17.3956  O65 0.963
68 O -5.2903 19.5118 -17.3270  H69 1.003, H70 0.963
69 H -6.2749 19.4489 -17.5051  O68 1.003
70 H -5.0232 18.6229 -17.0685  O68 0.963

Summary:
Frontier orbital gap   8.83 eV
Relative energy (zero: lowest compared OMol25 entry of this formula, charge and spin)   0.0000 eV
Net charge   -1
HOMO level   -0.235 Eh



Across the entries above, largest force on an atom takes the values 7.1; 3.9; 1.9; 2.2 eV/Å, respectively.
Across the entries above, electronic energy takes the values -1886.675258; -1270.144028; -1120.169652; -1716.194247 a.u., respectively.